1.
This record from the Open Molecules 2025 dataset describes one molecule with the formula C4H8O2. The level of theory is the ωB97M-V functional and the def2-TZVPD basis.

## Properties
- LUMO level (eV) = 1.02
- HOMO-LUMO gap (eV) = 10.79
- HOMO level (eV) = -9.768
- structure (SMILES) = COC1COC1

Last column: natural (NBO) charge in e.
CARTESIAN COORDINATES (ANGSTROEM)
C  -1.57  0.66  0.47  -0.2761
O  -0.75  1.04  -0.62  -0.5223
C  0.47  0.35  -0.73  0.0622
C  1.28  0.16  0.56  -0.1010
O  0.90  -1.22  0.64  -0.5393
C  0.38  -1.19  -0.70  -0.1011
H  -1.25  -0.28  0.93  0.1885
H  -1.56  1.44  1.25  0.1766
H  -2.60  0.55  0.11  0.1886
H  0.99  0.80  -1.58  0.1935
H  0.94  0.74  1.42  0.1853
H  2.36  0.27  0.45  0.1800
H  -0.63  -1.60  -0.78  0.1848
H  1.05  -1.71  -1.40  0.1803

2.
This record from the Open Molecules 2025 dataset describes C35H55CaNO7SSi2Te as an isolated structure at a distorted geometry. The level of theory is the ωB97M-V functional and the def2-TZVPD basis.

## Properties
- LUMO level (eV) = -1.04
- HOMO-LUMO gap (eV) = 6.65
- HOMO level (eV) = -7.693

Last column: Mulliken charge in e.
CARTESIAN COORDINATES (ANGSTROEM)
Ca  0.74  -0.04  -0.31  2.1311
C  0.77  -0.55  4.05  -1.4088
C  -0.46  -0.51  3.20  0.4054
C  -1.06  -1.68  2.75  -0.1148
C  -2.22  -1.65  1.99  0.6959
C  -2.94  -2.92  1.66  -1.6811
C  -2.76  -0.42  1.64  -0.4445
C  -2.20  0.77  2.10  0.2955
C  -2.86  2.09  1.85  -1.6093
C  -1.05  0.71  2.89  -0.4420
H  1.30  0.40  4.02  0.2965
H  1.44  -1.36  3.74  0.0493
H  0.50  -0.74  5.10  0.5489
H  -0.65  -2.63  3.06  0.4232
H  -3.54  -2.82  0.76  0.3650
H  -3.62  -3.16  2.48  0.4653
H  -2.26  -3.76  1.55  0.1991
H  -3.66  -0.38  1.04  0.4694
H  -3.52  2.33  2.68  0.4316
H  -3.47  2.07  0.94  0.3802
H  -2.12  2.89  1.78  0.3667
H  -0.63  1.62  3.28  0.4173
C  4.07  0.94  -0.14  -1.5034
C  3.27  0.61  1.11  1.9534
C  4.17  0.51  2.34  -1.8478
O  2.56  -0.63  0.91  0.4514
C  2.21  1.75  1.30  -0.1120
O  2.57  2.83  1.70  -0.7096
O  1.03  1.39  1.01  -0.3618
H  4.89  0.23  -0.28  0.4713
H  4.47  1.94  -0.04  0.4786
H  3.41  0.91  -1.02  -0.0893
H  4.91  -0.27  2.22  0.4041
H  3.58  0.30  3.23  0.2815
H  4.67  1.47  2.49  0.3868
H  1.94  -0.67  1.65  -0.4262
C  2.25  -6.56  2.37  -1.1714
Si  2.35  -4.97  1.32  0.2001
C  3.09  -3.57  2.40  -0.4250
C  3.46  -5.25  -0.21  -0.7166
C  0.59  -4.52  0.74  -0.6282
Te  0.61  -2.97  -0.78  -0.1564
C  -1.30  -3.59  -1.60  -0.9270
Si  -0.91  -4.58  -3.18  0.2687
C  -0.06  -3.35  -4.37  -0.6393
C  -2.51  -5.33  -3.92  -1.1241
C  0.26  -6.02  -2.73  -0.7386
H  3.22  -6.84  2.75  0.3297
H  1.87  -7.39  1.79  0.3177
H  1.58  -6.43  3.22  0.3394
H  4.09  -3.83  2.73  0.4857
H  2.49  -3.40  3.29  0.2358
H  3.16  -2.63  1.85  -0.3132
H  4.51  -5.27  0.06  0.3934
H  3.31  -4.46  -0.94  -0.1119
H  3.22  -6.19  -0.69  0.3283
H  -0.03  -4.19  1.58  0.0973
H  0.11  -5.39  0.30  0.6128
H  -1.89  -2.70  -1.82  0.5253
H  -1.83  -4.16  -0.85  0.3842
H  -0.04  -2.35  -3.95  -0.1434
H  -0.59  -3.29  -5.32  0.5482
H  0.96  -3.63  -4.59  0.2768
H  -3.26  -4.57  -4.10  0.3310
H  -2.95  -6.06  -3.25  0.3242
H  -2.31  -5.82  -4.86  0.3387
H  1.14  -5.66  -2.18  -0.0394
H  0.61  -6.54  -3.61  0.4721
H  -0.24  -6.75  -2.10  0.3218
N  -1.00  1.33  -1.01  -0.4901
C  -0.58  2.24  -2.03  0.7865
C  0.29  3.28  -1.72  -0.3759
C  0.69  4.15  -2.72  -0.7833
C  0.24  3.98  -4.01  -0.0668
C  -0.62  2.95  -4.33  -0.9287
C  -1.03  2.07  -3.34  -0.5582
S  0.76  5.14  -5.32  1.3681
O  -0.39  6.00  -5.49  -0.6837
O  1.01  4.24  -6.45  -0.7301
O  1.96  5.77  -4.78  -0.7215
H  -1.96  1.03  -1.18  0.2652
H  -0.97  1.82  -0.11  -0.2201
H  0.64  3.41  -0.70  0.4968
H  1.36  4.97  -2.52  0.5500
H  -0.95  2.85  -5.34  0.4222
H  -1.70  1.24  -3.56  0.3551
C  3.60  -1.86  -2.47  -1.3577
C  2.57  -0.85  -2.90  0.2486
O  1.61  -0.60  -2.15  -0.4036
C  2.75  -0.18  -4.17  0.5714
C  3.42  -0.79  -5.24  -0.4601
C  3.58  -0.11  -6.43  -0.7669
C  3.08  1.18  -6.57  -0.8869
C  2.41  1.79  -5.52  -0.4350
C  2.24  1.12  -4.33  0.3846
H  3.59  -1.95  -1.38  -0.0207
H  4.59  -1.58  -2.80  0.5738
H  3.34  -2.83  -2.90  0.4501
H  3.77  -1.81  -5.15  0.4075
H  4.07  -0.60  -7.26  0.4018
H  3.20  1.71  -7.50  0.4882
H  2.00  2.79  -5.67  0.4775
H  1.75  1.60  -3.50  0.0284

3.
This record from the Open Molecules 2025 dataset describes one molecule with the formula CH3ClFNS at a distorted geometry. The level of theory is the ωB97M-V functional and the def2-TZVPD basis.

## Properties
- LUMO level (eV) = -0.32
- HOMO-LUMO gap (eV) = 9.19
- HOMO level (eV) = -9.504

Last column: natural (NBO) charge in e.
CARTESIAN COORDINATES (ANGSTROEM)
C  1.35  1.51  0.32  -0.0739
N  -0.04  -0.66  0.35  -0.9834
F  0.05  1.78  0.47  -0.3154
S  1.45  -0.34  0.75  0.9736
Cl  2.88  -0.89  -0.84  -0.3811
H  1.66  1.42  -0.68  0.1932
H  1.94  2.30  0.92  0.2035
H  -0.26  -1.71  0.49  0.3835

4.
This record from the Open Molecules 2025 dataset describes C30H32N6O3RuS2 as an isolated structure. The level of theory is the ωB97M-V functional and the def2-TZVPD basis.

## Properties
- LUMO level (alpha / beta) (eV) = -3.05 / -3.97
- HOMO-LUMO gap (alpha / beta) (eV) = 7.34 / 6.42
- spin multiplicity = 2
- HOMO level (alpha / beta) (eV) = -10.387 / -10.385
- total charge = +1

Last column: Mulliken spin population.
CARTESIAN COORDINATES (ANGSTROEM)
Ru  0.53  0.33  -1.14  0.9515
C  1.51  -2.45  -0.72  -0.0021
C  2.56  -1.60  0.01  0.0226
N  2.25  -0.14  -0.02  0.0007
C  3.44  0.73  -0.22  0.0216
C  4.13  0.56  -1.55  0.0023
S  3.02  0.80  -2.98  0.0020
C  2.82  -1.19  -3.23  0.0074
C  1.44  -1.82  -3.13  0.0010
N  0.80  -1.71  -1.78  -0.0232
H  0.77  -2.81  -0.01  -0.0002
H  2.01  -3.33  -1.14  -0.0005
H  3.54  -1.75  -0.43  0.0008
H  2.62  -1.93  1.05  -0.0004
H  1.91  0.12  0.90  -0.0175
H  4.16  0.54  0.58  0.0017
H  3.09  1.76  -0.12  -0.0036
H  4.61  -0.41  -1.64  -0.0007
H  4.89  1.34  -1.63  0.0012
H  3.54  -1.76  -2.64  -0.0002
H  3.13  -1.30  -4.27  -0.0008
H  1.49  -2.89  -3.38  0.0005
H  0.76  -1.34  -3.83  -0.0008
H  -0.12  -2.14  -1.89  0.0006
O  -3.85  0.15  -1.28  -0.0002
C  -3.99  1.00  -0.24  -0.0005
C  -5.21  0.97  0.43  -0.0003
C  -5.43  1.81  1.51  0.0001
C  -4.44  2.69  1.94  -0.0001
C  -3.23  2.71  1.28  0.0005
C  -2.98  1.87  0.20  0.0006
C  -1.63  1.86  -0.40  -0.0201
O  -1.41  1.02  -1.41  0.0439
N  -0.68  2.58  0.10  0.0220
N  0.49  2.32  -0.65  -0.0238
C  1.02  3.38  -1.13  -0.0083
C  2.21  3.64  -1.95  0.0060
C  2.48  5.01  -2.05  -0.0013
C  3.57  5.51  -2.74  0.0001
C  4.42  4.62  -3.36  -0.0004
C  4.16  3.26  -3.29  -0.0014
C  3.08  2.73  -2.60  0.0095
O  1.44  0.85  -2.79  0.0203
H  -2.97  0.32  -1.68  0.0002
H  -5.97  0.29  0.08  0.0001
H  -6.39  1.78  2.01  0.0000
H  -4.63  3.35  2.77  0.0000
H  -2.45  3.39  1.60  0.0001
H  0.50  4.28  -0.82  -0.0017
H  1.80  5.71  -1.56  0.0001
H  3.74  6.57  -2.79  0.0000
H  5.28  4.98  -3.92  0.0000
H  4.81  2.56  -3.82  0.0006
S  -3.18  -1.77  4.07  0.0000
C  -2.15  -1.26  2.72  0.0011
C  -1.12  -0.35  2.93  -0.0002
C  -0.35  0.06  1.85  -0.0043
N  -0.53  -0.41  0.61  -0.0102
C  -1.54  -1.27  0.41  0.0001
C  -2.37  -1.71  1.42  -0.0005
C  -2.85  -3.52  3.99  0.0001
C  -1.71  -4.05  4.58  0.0001
C  -1.50  -5.42  4.47  0.0000
N  -2.32  -6.25  3.84  0.0000
C  -3.42  -5.73  3.30  0.0000
C  -3.74  -4.38  3.35  0.0000
H  -0.93  0.07  3.91  0.0000
H  0.39  0.83  1.98  0.0044
H  -1.74  -1.57  -0.61  -0.0001
H  -3.18  -2.38  1.20  -0.0001
H  -1.02  -3.42  5.11  0.0000
H  -0.62  -5.86  4.92  0.0000
H  -4.09  -6.43  2.81  0.0000
H  -4.65  -4.01  2.90  0.0000